1.
The following is a DFT calculation (wB97M-V/def2-TZVPD) of a molecular structure, C40H31F4GeN7V at a distorted geometry.

Output
* electronic energy: -5345.39192 Ha
* charge: +3
* highest occupied orbital energy (spin up / spin down): -16.393 / -16.391 eV

XYZ file:
```
84
Properties=species:S:1:pos:R:3:forces:R:3:mulliken_charge:R:1
V -0.910 0.191 0.741 0.7 -1.3 0.1 -0.86
C -1.388 -2.671 -0.430 0.2 0.1 -0.1 -1.31
N -0.357 -1.766 0.153 0.0 -0.1 0.1 0.84
C 0.664 -1.430 -0.893 0.0 -0.2 0.0 -0.78
C 0.269 -2.309 1.369 0.3 0.4 0.0 -0.06
C 0.423 -3.651 1.622 -0.1 -0.3 -0.1 -0.52
C 0.953 -4.062 2.845 0.0 0.0 0.0 -0.88
C 1.289 -3.125 3.808 0.0 -0.1 0.0 -1.13
C 1.176 -1.770 3.540 0.0 0.3 0.1 -1.00
C 0.711 -1.347 2.301 0.0 -0.3 -0.4 0.13
N 0.516 -0.002 1.870 -0.1 -0.2 0.1 2.17
C 1.291 1.104 2.268 -0.1 0.1 0.0 -0.22
C 2.415 1.086 3.089 0.0 -0.1 0.0 -0.85
C 2.971 2.289 3.491 0.0 0.2 -0.1 -0.92
C 2.423 3.497 3.071 0.0 -0.1 0.0 -0.84
C 1.356 3.516 2.170 0.2 0.2 0.1 -0.66
C 0.823 2.323 1.751 -0.3 -0.2 -0.2 0.68
N -0.205 2.213 0.695 0.1 0.1 0.5 0.45
C -1.230 3.297 0.788 0.2 -0.1 0.0 -1.39
C 0.487 2.261 -0.637 0.0 0.1 0.2 -0.91
H -0.921 -3.483 -0.987 0.0 0.0 0.0 0.42
H -1.995 -3.098 0.364 -0.1 0.0 0.1 0.59
H -2.023 -2.110 -1.109 0.0 0.1 -0.1 0.08
H 1.056 -2.334 -1.359 0.0 -0.1 0.0 0.45
H 0.204 -0.827 -1.679 -0.1 0.0 0.0 0.14
H 1.502 -0.904 -0.444 0.0 0.1 0.1 0.32
H 0.138 -4.392 0.885 0.0 0.0 0.1 0.52
H 1.087 -5.119 3.041 0.0 0.1 0.0 0.46
H 1.644 -3.445 4.780 0.0 0.0 -0.1 0.51
H 1.390 -1.053 4.318 0.1 0.0 -0.1 0.70
H 2.867 0.155 3.400 -0.1 0.0 0.0 0.75
H 3.842 2.283 4.135 0.0 0.0 0.0 0.48
H 2.846 4.433 3.414 0.0 0.0 0.0 0.46
H 0.981 4.463 1.805 0.0 0.0 0.0 0.46
H -0.802 4.255 0.496 0.0 0.0 0.0 0.41
H -2.059 3.081 0.121 0.0 0.0 -0.1 0.35
H -1.595 3.361 1.808 0.0 0.0 0.1 0.40
H 0.887 3.257 -0.823 0.0 0.1 0.1 0.45
H 1.322 1.562 -0.646 0.0 -0.1 0.1 0.34
H -0.211 2.019 -1.436 -0.1 0.0 0.0 0.30
F -6.149 2.738 -3.580 0.0 0.0 0.1 -0.28
C -5.431 1.798 -4.164 0.1 0.0 0.2 -0.04
C -5.716 1.456 -5.440 0.1 -0.2 -0.3 0.40
F -6.693 2.068 -6.047 0.0 0.0 -0.1 -0.24
C -4.973 0.428 -6.149 0.1 0.1 0.4 -0.04
C -3.904 -0.199 -5.394 -0.2 0.0 -0.3 -0.04
C -3.646 0.159 -4.124 0.0 0.1 0.3 0.20
F -2.652 -0.451 -3.466 0.0 0.0 0.1 -0.19
C -4.387 1.161 -3.432 0.1 0.0 0.2 0.71
C -4.110 1.496 -2.094 -0.1 0.3 0.0 0.41
C -3.108 0.914 -1.323 -0.3 -0.1 -0.2 0.98
N -2.323 0.514 -0.563 -0.6 0.3 -0.8 0.55
C -4.791 2.524 -1.344 0.1 -0.1 0.0 -0.73
N -5.237 3.328 -0.651 0.1 -0.2 -0.1 -0.53
F -3.171 -1.129 -5.949 0.0 0.0 0.0 -0.27
C -5.257 0.083 -7.435 -0.1 -0.2 -0.6 1.57
C -6.293 0.699 -8.210 0.0 -0.1 0.0 -0.28
N -7.104 1.150 -8.891 0.1 -0.1 0.1 -0.30
C -4.543 -0.936 -8.151 -0.1 0.1 0.0 -0.26
N -4.006 -1.745 -8.768 -0.1 0.1 0.1 -0.33
Ge -2.685 -0.959 2.260 1.1 2.3 0.0 -0.11
C -2.195 -1.229 4.057 0.2 -0.8 0.2 0.79
C -2.644 -2.351 4.764 0.0 0.2 0.2 -0.25
C -2.290 -2.500 6.095 0.0 -0.1 0.0 -0.78
C -1.487 -1.546 6.711 0.0 0.0 -0.1 -0.63
C -1.060 -0.421 6.013 0.0 0.0 0.0 -0.79
C -1.387 -0.268 4.674 -0.1 -0.1 0.2 -0.07
C -4.485 -0.482 1.917 -0.4 -0.7 -0.6 0.29
C -5.467 -1.426 1.613 -0.2 0.2 0.1 -0.35
C -6.787 -1.011 1.503 0.0 0.0 -0.1 -0.75
C -7.108 0.332 1.675 0.0 -0.1 0.0 -0.57
C -6.124 1.262 1.982 0.0 0.1 0.0 -0.72
C -4.796 0.868 2.081 -0.1 0.0 0.0 0.11
H -1.783 0.688 1.969 -0.8 0.1 0.5 0.36
H -3.277 -3.095 4.295 0.0 0.0 0.0 0.44
H -2.651 -3.353 6.656 0.1 0.0 0.0 0.47
H -1.187 -1.682 7.742 -0.1 0.0 0.0 0.46
H -0.471 0.338 6.515 0.0 0.0 0.0 0.51
H -1.046 0.607 4.134 0.1 0.0 0.0 0.43
H -5.224 -2.474 1.482 0.0 0.0 0.0 0.46
H -7.562 -1.735 1.292 0.0 0.0 0.0 0.46
H -8.135 0.657 1.566 0.0 0.0 0.1 0.47
H -6.386 2.301 2.138 0.0 0.0 -0.1 0.46
H -4.034 1.606 2.302 0.0 0.0 0.0 0.49
```
Positions in Å, forces in eV/Å.

***

2.
The following is a DFT calculation (wB97M-V/def2-TZVPD) of a molecular structure, C40H31MoN11O2S2.

Output
* <S²>: 2.03
* spin multiplicity: 3
* electronic energy: -3160.34196 Ha
* charge: 0
* highest occupied orbital energy (spin up / spin down): -7.754 / -7.874 eV

XYZ file:
```
87
Properties=species:S:1:pos:R:3:forces:R:3:lowdin_spin:R:1
Mo 0.207 -0.261 -0.287 -0.1 -0.3 -0.4 1.66
C -0.403 1.551 4.421 0.0 0.0 0.0 0.00
C -0.102 2.906 4.395 0.0 0.0 0.0 0.00
C 0.263 3.479 3.196 0.0 -0.1 0.0 0.00
C 0.288 2.685 2.046 0.0 0.0 0.0 0.00
N 0.009 1.385 2.065 0.0 0.0 0.1 0.05
C -0.317 0.840 3.241 0.0 0.1 0.0 0.00
N 0.636 3.337 0.867 0.0 0.0 0.0 0.01
C 0.298 2.950 -0.298 0.0 0.1 -0.1 0.00
N -0.406 1.819 -0.766 0.1 0.0 0.2 0.03
C -0.747 2.085 -2.078 0.0 0.0 -0.1 0.00
N -1.509 1.444 -2.888 0.0 0.0 0.0 0.01
C -2.168 0.287 -2.534 0.0 0.1 0.0 0.00
C -3.349 0.021 -3.242 0.0 -0.1 0.1 0.00
C -4.058 -1.126 -2.987 0.0 0.0 0.0 0.00
C -3.553 -2.025 -2.051 0.0 0.0 0.0 0.00
C -2.377 -1.718 -1.416 -0.1 0.0 -0.1 0.00
N -1.688 -0.572 -1.623 0.1 0.0 0.1 0.00
C -0.071 3.314 -2.539 0.0 0.0 0.0 0.00
C -0.022 3.917 -3.784 0.0 0.0 0.0 0.00
C 0.760 5.058 -3.899 0.0 0.0 0.0 0.00
C 1.438 5.583 -2.796 0.0 0.0 0.0 0.00
C 1.354 4.985 -1.545 0.0 0.0 0.0 0.00
C 0.595 3.831 -1.453 0.0 0.0 0.0 0.00
H -0.697 1.044 5.329 0.0 0.0 0.0 0.00
H -0.145 3.502 5.298 0.0 0.0 0.0 0.00
H 0.521 4.524 3.106 0.0 0.0 0.0 0.00
H -0.510 -0.224 3.239 0.0 0.0 0.0 0.00
H -3.671 0.753 -3.969 0.0 0.0 0.0 0.00
H -4.985 -1.330 -3.506 0.0 0.0 0.0 0.00
H -4.068 -2.940 -1.795 0.0 0.0 0.0 0.00
H -1.968 -2.401 -0.691 0.0 0.0 0.0 0.00
H -0.566 3.504 -4.623 0.0 0.0 0.0 0.00
H 0.840 5.560 -4.855 0.0 0.0 0.0 0.00
H 2.032 6.480 -2.921 0.0 0.0 0.0 0.00
H 1.854 5.390 -0.675 0.0 0.0 0.0 0.00
C 2.252 -2.199 4.380 -0.1 0.0 0.0 0.00
S 3.051 -0.721 3.733 0.0 0.0 0.0 0.00
C 2.335 -0.525 2.153 0.1 0.0 0.1 0.00
S 1.204 -1.654 1.520 0.0 0.0 0.0 -0.02
N 2.765 0.524 1.520 -0.2 0.0 -0.1 0.00
N 2.178 0.595 0.283 0.0 0.1 0.1 -0.02
C 2.827 1.266 -0.594 0.1 0.0 -0.1 0.05
C 2.411 1.122 -1.978 0.0 0.0 0.0 0.01
C 3.050 1.723 -3.046 -0.1 -0.1 -0.1 0.01
C 2.642 1.378 -4.328 0.1 0.1 0.0 0.00
C 1.640 0.440 -4.493 -0.1 -0.1 0.0 0.01
C 1.039 -0.111 -3.369 0.1 0.0 0.0 0.01
N 1.411 0.235 -2.143 -0.1 0.2 0.2 0.01
H 2.455 -2.196 5.449 0.1 0.0 0.0 0.00
H 2.659 -3.102 3.933 0.0 0.0 0.0 0.00
H 1.175 -2.161 4.231 0.0 0.0 0.0 0.00
H 3.729 1.799 -0.315 0.0 0.0 0.0 0.00
H 3.844 2.437 -2.876 0.0 0.0 0.0 0.00
H 3.116 1.833 -5.188 0.0 0.0 0.0 0.00
H 1.311 0.131 -5.475 0.0 0.0 0.0 0.00
H 0.262 -0.859 -3.437 0.0 0.0 0.0 0.00
N -1.394 -0.719 0.994 0.0 0.2 -0.1 0.01
C -2.265 -1.169 1.610 0.0 0.0 0.1 0.03
C -3.298 -1.703 2.343 0.1 0.0 -0.1 0.02
C -3.236 -1.606 3.753 -0.1 0.0 0.1 0.00
N -3.153 -1.481 4.897 0.0 0.0 0.0 0.01
C -4.330 -2.363 1.635 -0.2 0.0 0.1 0.00
N -5.170 -2.869 1.026 0.1 0.0 0.0 0.01
C 1.600 -6.407 -5.692 0.0 0.0 0.0 0.00
C 1.268 -5.610 -4.462 0.0 0.0 0.0 0.00
C 2.192 -4.733 -3.908 0.0 0.0 0.0 0.00
C 1.913 -3.997 -2.764 0.0 -0.1 0.0 0.00
C 3.035 -3.160 -2.192 0.0 0.0 0.0 0.00
C 0.655 -4.144 -2.153 0.1 0.0 0.0 0.00
C -0.277 -5.053 -2.669 0.0 0.0 0.0 0.00
C -1.644 -5.286 -2.075 -0.1 0.0 0.0 0.00
C 0.048 -5.760 -3.823 0.0 0.0 0.0 0.00
C 0.275 -3.270 -0.991 0.1 0.0 0.1 0.01
O -0.231 -3.666 0.040 0.0 -0.1 -0.1 0.02
O 0.511 -2.001 -1.250 -0.1 0.0 -0.1 0.05
H 2.277 -5.860 -6.349 0.0 0.0 0.0 0.00
H 0.701 -6.655 -6.257 0.0 0.0 0.0 0.00
H 2.090 -7.346 -5.425 0.0 0.0 0.0 0.00
H 3.168 -4.625 -4.371 0.0 0.0 0.0 0.00
H 3.822 -3.822 -1.824 0.0 0.0 0.0 0.00
H 2.724 -2.520 -1.374 0.0 0.0 0.0 0.00
H 3.481 -2.534 -2.969 0.0 0.0 0.0 0.00
H -2.415 -4.848 -2.716 0.0 0.0 0.0 0.00
H -1.746 -4.883 -1.074 0.0 0.0 0.0 0.00
H -1.839 -6.358 -2.030 0.0 0.0 0.0 0.00
H -0.685 -6.448 -4.232 0.0 0.0 0.0 0.00
```
Positions in Å, forces in eV/Å.

***

Among the records above, which one has the highest electronic energy?
C40H31MoN11O2S2

***

Which of these has the highest electronic energy?
C40H31MoN11O2S2